1.
Here is a molecular structure, C22H19CoN5S4 from the Open Molecules 2025 dataset. Energies are from the ωB97M-V functional and the def2-TZVPD basis.

```
! RIJCOSX wB97M-V def2-TZVPD def2/J DEFGRID3
* xyz 1 5
Co -0.99754 0.29997 0.36338
N 2.79675 -1.35831 0.47411
C 3.82824 -0.62729 -0.15471
C 5.14502 -1.01580 0.02366
C 6.17307 -0.29672 -0.57082
C 5.88437 0.82444 -1.32691
C 4.56411 1.22240 -1.50117
C 3.54182 0.48835 -0.93081
S 1.86126 0.97909 -1.22784
N 0.95383 -0.12361 -0.30437
C 1.47989 -1.07061 0.39892
C 0.55260 -1.91315 1.19471
C 0.82873 -3.22637 1.54310
C -0.09632 -3.92445 2.30379
C -1.26904 -3.29298 2.68504
C -1.49078 -1.99616 2.25848
N -0.60206 -1.32139 1.53248
H 3.08746 -2.05997 1.13309
H 5.35560 -1.88768 0.63294
H 7.19622 -0.61800 -0.43470
H 6.67824 1.39495 -1.78846
H 4.32594 2.10948 -2.07518
H 1.73362 -3.70913 1.19894
H 0.09654 -4.94880 2.59118
H -2.00616 -3.79903 3.29152
H -2.40481 -1.46632 2.49803
S 0.18452 1.59590 2.24321
C -0.99608 2.78581 2.53068
C -0.92925 3.55653 3.71603
C -1.85445 4.53190 3.96432
C -2.89141 4.77365 3.04489
C -2.98545 4.04148 1.88563
C -2.04190 3.04506 1.59095
S -2.18901 2.19766 0.09514
H -0.13675 3.35907 4.42486
H -1.79127 5.11646 4.87246
H -3.62089 5.54452 3.25621
H -3.78566 4.22157 1.18091
C -4.22158 -1.97523 -3.47354
N -2.97708 -1.24243 -3.60198
C -2.37515 -0.85513 -4.78727
C -1.25256 -0.18459 -4.47035
N -1.17635 -0.18023 -3.09141
C -2.23384 -0.82850 -2.55711
S -2.57534 -1.13463 -0.92588
H -4.58589 -2.22659 -4.46472
H -4.96261 -1.36676 -2.95714
H -4.05862 -2.88513 -2.89813
H -2.79534 -1.07670 -5.75184
H -0.50552 0.27096 -5.09455
H -0.45915 0.25244 -2.53974
*
```

Orbital gap (alpha / beta), eV: 6.661 / 5.715
⟨S²⟩: 6.030
HOMO energy (alpha / beta), Eh: -0.3652 / -0.3720

***

2.
Here is a single C22H19F2N5OS molecule at a distorted geometry from the Open Molecules 2025 dataset. Energies are from the ωB97M-V functional and the def2-TZVPD basis.

```
! RIJCOSX wB97M-V def2-TZVPD def2/J DEFGRID3
* xyz 0 1
O -2.94467 -3.03360 3.07043
F -6.77047 2.33878 2.07793
F 5.14938 0.64319 2.94329
N -1.02815 -1.66237 -0.87752
N -0.84542 -0.54912 -1.67007
S 0.12212 -2.94076 1.27280
C -2.64780 -2.87760 1.91404
C -0.06198 -1.72928 -0.02594
C 0.24476 0.03363 -1.28328
C 3.38181 0.30512 -4.31385
C 2.06851 0.18613 -3.72424
C 3.99500 1.31460 -3.66041
C 1.93092 1.16229 -2.76618
C -5.39031 1.01429 0.66224
C -5.64186 0.39645 2.97456
C 2.77491 0.25170 2.75659
C 4.20571 0.20502 0.79778
C -4.49843 -0.04883 0.46343
C -4.72229 -0.67921 2.75475
C 1.68187 -0.09582 1.93692
C 3.13480 -0.18348 0.00733
C -5.96071 1.26701 1.91453
C 4.05763 0.40924 2.17996
C -4.16224 -0.91103 1.50321
C 1.85183 -0.32157 0.56087
N -3.21780 -1.88220 1.12816
N 0.77403 -0.67309 -0.22672
N 3.12489 1.86784 -2.69052
C -1.55483 -3.75780 1.31746
C 0.73237 1.34666 -1.88676
C 3.36385 3.13049 -1.95118
H 3.77196 -0.33046 -5.11049
H 1.33743 -0.54254 -4.08406
H 5.00989 1.68711 -3.88403
H -5.66950 1.63052 -0.17438
H -6.05189 0.51888 3.97761
H 2.69908 0.39190 3.82251
H 5.17507 0.36074 0.32867
H -4.04171 -0.16974 -0.52428
H -4.51969 -1.35309 3.56455
H 0.71567 -0.14355 2.36124
H 3.28680 -0.37888 -1.06379
H -2.81583 -1.73742 0.19749
H -1.77930 -3.98287 0.28198
H -1.48791 -4.69565 1.91021
H 0.93520 2.04683 -1.05573
H -0.11237 1.74438 -2.48730
H 2.58971 3.90569 -2.13717
H 3.44219 2.96499 -0.88468
H 4.36778 3.55651 -2.19794
*
```

SMILES string: Cn1cccc1Cc1nnc(SCC(=O)Nc2ccc(F)cc2)n1-c1ccc(F)cc1
Orbital gap, eV: 8.792
HOMO energy, Eh: -0.3077

***

3.
Here is a molecular structure, C22H19I2N5O2PtS2 at a distorted geometry from the Open Molecules 2025 dataset. Energies are from the ωB97M-V functional and the def2-TZVPD basis.

```
! RIJCOSX wB97M-V def2-TZVPD def2/J DEFGRID3
* xyz 2 5
Pt 0.14498 -0.52690 -0.87308
I 4.51113 4.04074 3.79753
C 3.05778 3.31868 2.47098
C 1.74900 3.79653 2.52901
C 0.81903 3.27145 1.67061
I -1.17889 3.87359 1.68864
C 1.12740 2.23148 0.71061
O 0.20444 1.74351 0.02301
C 2.51360 1.82383 0.63826
C 2.98910 0.91675 -0.46663
N 2.44672 -0.44858 -0.42864
C 2.72153 -1.13624 0.83226
C 1.70531 -0.72616 1.86703
C 2.04422 -0.49543 3.19270
C 1.04793 -0.15463 4.09278
C -0.25431 -0.02389 3.63288
C -0.50927 -0.25760 2.29187
N 0.44666 -0.61250 1.44057
C 3.42180 2.35475 1.51524
H 1.47755 4.57126 3.23115
H 2.70789 1.35945 -1.42779
H 4.08405 0.87501 -0.41640
H 2.85913 -0.96459 -1.20359
H 2.63081 -2.21443 0.66802
H 3.73821 -0.92744 1.18701
H 3.07166 -0.58301 3.50935
H 1.28236 0.01523 5.13300
H -1.05224 0.25526 4.30186
H -1.50152 -0.14220 1.87618
H 4.45688 2.04698 1.46759
O -2.02122 -0.51936 -1.67879
N -2.36197 0.47940 -2.43494
C -3.67192 0.69745 -2.65252
C -4.10724 1.71399 -3.46598
C -3.17599 2.55990 -4.06732
C -1.83759 2.33805 -3.83610
C -1.42656 1.27396 -3.02723
S 0.23778 0.89173 -2.87339
H -4.33986 0.01366 -2.15264
H -5.16473 1.84723 -3.62567
H -3.50038 3.36476 -4.70693
H -1.07551 2.95678 -4.28191
S 0.61064 -2.73403 -2.20129
C -0.72072 -3.39544 -1.42791
N -1.29523 -4.54575 -1.89041
C -2.37879 -5.08220 -1.29881
C -2.92252 -4.45986 -0.21052
C -2.28417 -3.28996 0.24251
N -1.22149 -2.79058 -0.33588
H -0.88136 -4.98703 -2.70530
H -2.77769 -5.99518 -1.71686
H -3.78933 -4.85770 0.28781
H -2.65707 -2.76068 1.10806
*
```

Orbital gap (alpha / beta), eV: 7.634 / 5.640
⟨S²⟩: 6.070
HOMO energy (alpha / beta), Eh: -0.4876 / -0.5068

***

4.
Here is a molecular structure, C22H19MoN4O3S2 from the Open Molecules 2025 dataset. Energies are from the ωB97M-V functional and the def2-TZVPD basis.

```
! RIJCOSX wB97M-V def2-TZVPD def2/J DEFGRID3
* xyz 3 1
Mo -0.36665 -0.66446 1.16188
N -2.47318 -0.07790 1.77249
C -3.31392 -1.20325 2.22148
C -2.39414 -2.20653 2.85801
O -2.66982 -3.05028 3.63557
N -1.03104 -2.07103 2.32778
C -0.17699 -3.17490 2.73988
C 1.21069 -2.88039 2.24042
O 2.22770 -3.42629 2.36581
O 1.11570 -1.66150 1.44229
H -2.89927 0.37837 0.96736
H -2.43146 0.63027 2.50194
H -4.08362 -0.89356 2.92647
H -3.79663 -1.67820 1.36489
H -0.17826 -3.29552 3.82593
H -0.51001 -4.12771 2.31712
S 2.33714 2.39603 -0.92943
C 2.54301 0.91018 -1.81241
C 3.40204 0.67028 -2.88195
C 3.47854 -0.62198 -3.36115
C 2.72563 -1.65107 -2.78003
C 1.86278 -1.40802 -1.72801
C 1.76172 -0.10238 -1.24804
N 0.99287 0.35846 -0.17087
C 1.25725 1.62399 0.11535
C 0.69701 2.12729 1.36413
C 0.98288 3.35820 1.92150
C 0.54523 3.64313 3.21526
C -0.14974 2.69233 3.94928
C -0.46594 1.46356 3.38051
C -0.06498 1.17031 2.07140
H 4.01087 1.45923 -3.30316
H 4.15399 -0.84971 -4.17444
H 2.84674 -2.66246 -3.14521
H 1.32525 -2.22254 -1.26089
H 1.57145 4.08990 1.38099
H 0.77439 4.60355 3.65783
H -0.44797 2.90450 4.96745
H -0.99708 0.73875 3.99004
S -1.47514 -1.35360 -0.81046
C -1.22230 -0.26558 -2.17997
N -0.96247 -0.88680 -3.35396
C -0.83191 -0.23862 -4.52254
C -0.95767 1.13265 -4.56049
C -1.23015 1.80496 -3.37824
C -1.36882 1.10386 -2.18137
H -0.86087 -1.89778 -3.35475
H -0.63601 -0.85014 -5.39296
H -0.85998 1.65430 -5.50188
H -1.35546 2.88049 -3.38359
H -1.61140 1.62760 -1.26725
*
```

Orbital gap, eV: 5.303
HOMO energy, Eh: -0.6468

***

Energy above the lowest of the compared OMol25 structures with the same formula, charge and spin? In order: 0.0, 21.1, 15.3, 0.0 kcal per mole.